4 unconnected molecules or ions with the total composition C40H72ClO17P3 at a distorted geometry. Source: OMol25; level of theory: wB97M-V/def2-TZVPD.

Geometry as XYZ:
```
133
Properties=species:S:1:pos:R:3
Cl 0.922 -7.763 -4.486
P -2.532 3.110 7.812
P -1.051 -2.689 3.097
P -1.360 4.441 -0.556
O -0.454 -2.587 1.551
O -0.465 3.320 -0.130
O -1.056 -1.865 -2.638
O -1.348 3.176 6.901
O -1.151 5.464 0.715
O -1.963 -2.548 4.273
O -0.355 -4.150 3.356
O 1.121 -0.112 -2.142
O -0.456 5.204 -1.687
O 0.194 0.457 -6.717
O -3.566 2.168 6.967
O 0.173 -1.701 3.574
O -2.723 5.305 -0.966
O -3.461 3.028 9.190
O 8.132 -2.226 -4.088
O 2.467 -3.407 -9.676
O -3.195 4.583 7.490
C -2.775 3.242 10.441
C -0.229 -7.187 -3.232
C -4.177 4.436 0.822
C -0.574 5.001 1.937
C -1.203 -1.739 0.647
C -1.246 -0.294 1.113
C 0.703 -0.452 -3.410
C -0.014 -0.762 4.628
C -0.316 4.596 -2.971
C 0.079 -4.542 -5.999
C -2.586 5.458 5.316
C 4.413 0.397 -4.889
C -0.552 -4.669 -3.514
C -1.391 -5.545 1.630
C -0.175 -3.898 -4.779
C -1.607 4.624 -3.771
C 1.087 0.204 -4.502
C 8.737 -3.367 -4.678
C 0.342 -1.806 -5.903
C -3.991 4.685 -0.664
C 6.727 -2.386 -3.969
C -0.228 -1.661 -3.497
C 5.993 -1.659 -5.146
C 0.461 -3.867 -7.146
C -1.127 -5.324 3.111
C -2.149 4.621 10.534
C -3.311 0.767 6.893
C 2.054 1.393 -4.458
C 0.354 -1.356 5.978
C 0.934 5.176 1.942
C 4.581 -1.134 -4.730
C -3.534 0.066 8.222
C 0.777 -4.571 -8.459
C -0.034 -2.512 -4.741
C 3.414 1.006 -3.837
C -1.183 -6.086 -3.752
C 2.213 -4.336 -8.941
C 0.582 -2.467 -7.084
C 0.515 -0.290 -5.821
C -2.411 5.570 6.821
H -0.029 -0.734 6.790
H 6.341 -1.959 -3.028
H -1.874 -6.511 1.470
H -0.026 -5.628 -6.024
H -3.994 0.356 6.150
H -0.857 -8.028 -2.901
H 4.102 0.666 -5.912
H -3.511 3.113 11.234
H -2.893 5.395 10.350
H -1.036 -0.381 4.624
H 0.116 -4.179 -9.246
H -4.073 3.747 -1.222
H 0.390 -4.818 -2.956
H -2.795 0.384 8.963
H 0.584 -5.648 -8.330
H -4.038 5.356 1.388
H -0.556 -6.163 3.508
H 9.772 -3.077 -4.907
H -1.362 5.490 7.106
H -1.507 -6.258 -4.784
H 6.637 -0.884 -5.582
H -1.808 6.020 4.796
H 0.452 5.159 -3.501
H 3.826 -1.637 -5.357
H 2.242 1.690 -5.502
H -3.451 3.708 1.199
H -1.216 -4.114 -2.848
H 0.893 -1.935 -7.986
H -0.239 0.089 1.277
H 5.397 0.865 -4.716
H -2.217 -2.137 0.541
H -1.749 0.331 0.374
H -1.709 4.777 11.519
H -2.048 -4.771 1.227
H -3.444 -1.015 8.101
H 0.327 -6.869 -2.342
H -4.521 0.298 8.621
H 0.473 0.484 -1.739
H -2.080 -6.144 -3.113
H -0.460 -5.517 1.063
H 1.386 4.596 2.748
H 1.386 4.871 0.999
H 3.343 0.277 -3.023
H 6.475 -3.461 -3.992
H -2.289 0.605 6.536
H 8.217 -3.656 -5.608
H 0.044 3.569 -2.853
H 1.193 6.226 2.087
H -2.068 -5.267 3.667
H -2.750 6.550 7.163
H 5.829 -2.446 -5.904
H -5.174 4.042 1.021
H -3.557 5.858 5.017
H 3.064 -5.009 -8.687
H -1.791 -0.193 2.058
H -1.008 5.590 2.746
H -0.030 -2.368 6.110
H 8.766 -4.222 -3.981
H 1.439 -1.422 6.078
H -1.433 4.265 -4.787
H -0.857 3.964 2.124
H 1.561 2.232 -3.944
H -2.013 2.467 10.568
H -0.722 -1.796 -0.326
H -1.354 4.749 9.792
H -2.558 4.425 4.970
H 4.415 -1.474 -3.694
H -2.012 5.635 -3.817
H 3.913 1.901 -3.435
H -2.367 3.983 -3.315
H -4.768 5.355 -1.030
H 0.635 0.092 4.422
```

Values from the calculation:
SMILES	COCCCCCCC1=C(O)C(=O)c2c(CCCCl)cc(CC=O)cc2C1=O.CCOP(=O)(OCC)OCC.CCOP(=O)(OCC)OCC.CCOP(=O)(OCC)OCC
electronic energy	-4330.702358	Ha
spin multiplicity	1

=====

7 unconnected molecules or ions with the total composition C40H72N5O7 at a distorted geometry. Source: OMol25; level of theory: wB97M-V/def2-TZVPD.

Geometry as XYZ:
```
124
Properties=species:S:1:pos:R:3
O -3.552 9.930 6.811
O 6.766 -4.403 0.678
O 3.261 -9.275 2.829
O -3.487 6.047 0.311
O -2.335 7.616 -7.430
O -4.645 4.830 5.262
O -0.202 -9.798 -0.175
N -1.743 0.677 -2.171
N -2.217 2.359 -0.649
N -0.066 2.720 0.126
N -0.001 1.713 -0.791
N 2.119 3.772 -0.051
C 2.152 -9.672 3.120
C 6.787 -4.844 3.012
C 0.134 5.812 -2.869
C 1.092 3.236 0.868
C -2.574 5.324 0.035
C -1.074 -1.758 -2.651
C 2.010 -5.354 -0.281
C -1.932 4.869 -3.888
C -0.507 5.825 -1.564
C 1.243 -8.868 4.013
C 0.176 -11.087 -2.134
C 3.858 -4.242 -2.490
C 1.581 -6.694 0.503
C 4.480 -4.975 -1.234
C -3.035 7.894 -5.178
C -4.211 9.048 -7.158
C 7.424 -4.693 1.655
C 3.347 -2.773 -2.217
C -1.879 5.354 -1.373
C 0.982 -3.316 -3.309
C -0.319 -2.558 -3.791
C -4.550 5.801 4.541
C -4.767 5.695 3.053
C -0.363 -9.904 -1.372
C 1.627 -10.986 2.604
C -4.329 10.447 7.585
C -1.112 -8.858 -2.157
C -3.118 8.136 -6.664
C -2.573 4.877 -2.579
C -0.817 -0.219 -2.900
C 1.783 -2.597 -2.156
C -4.235 10.205 9.069
C -5.428 11.358 7.101
C -2.013 4.237 1.069
C -1.268 1.514 -1.259
C -0.553 5.343 -4.074
C -4.209 7.160 5.095
C 8.911 -4.917 1.561
C -1.393 3.100 0.187
C 3.538 -5.067 0.029
H -0.026 5.342 -5.055
H 3.643 -4.154 0.672
H -1.442 -8.067 -1.483
H 1.748 -7.948 4.310
H -3.277 7.519 4.654
H 0.833 1.212 -1.089
H -4.080 7.089 6.174
H 2.012 4.790 -0.073
H -0.644 -11.632 -2.605
H 3.903 -5.941 0.641
H 1.187 6.167 -2.929
H 2.383 -11.455 1.975
H 0.328 -8.608 3.476
H -2.444 4.483 -4.806
H -1.014 -0.051 -3.999
H -0.457 -8.422 -2.915
H -2.802 3.859 1.758
H 1.408 -4.535 0.186
H -6.401 10.946 7.374
H -3.959 7.432 -4.825
H 0.729 -10.815 2.005
H -1.033 -3.321 -4.189
H 1.559 2.382 1.432
H 1.391 -2.840 -1.129
H 0.887 -10.750 -2.890
H 1.650 -3.581 -4.166
H -2.861 8.837 -4.657
H 0.250 0.087 -2.739
H 1.585 -1.485 -2.277
H 2.036 -6.607 1.518
H 1.779 -5.549 -1.355
H 3.104 -4.930 -2.947
H -1.186 4.759 1.629
H 9.233 -4.776 0.529
H 0.047 6.179 -0.663
H -2.205 7.222 -4.970
H -5.156 9.742 9.429
H -4.150 9.130 -8.243
H -0.044 -1.863 -4.626
H 5.442 -4.428 -0.983
H -5.376 11.442 6.015
H 1.402 -11.652 3.440
H -0.816 -2.101 -1.620
H 9.154 -5.936 1.867
H 6.936 -5.860 3.383
H 5.716 -4.655 2.931
H -2.179 -1.910 -2.823
H -5.018 7.861 4.884
H -5.306 12.352 7.535
H 9.437 -4.200 2.193
H -2.734 0.681 -2.392
H 0.690 -11.757 -1.444
H 0.628 -4.302 -2.882
H -3.625 4.499 -2.547
H 1.972 -7.545 -0.105
H -4.090 10.042 -6.725
H -5.601 6.331 2.752
H -3.862 5.988 2.524
H 3.834 -2.044 -2.927
H -3.402 9.533 9.273
H 0.806 3.991 1.649
H 3.041 3.529 0.314
H -5.187 8.638 -6.892
H 3.739 -2.481 -1.196
H -4.061 11.148 9.590
H 7.219 -4.123 3.709
H -5.005 4.661 2.795
H 4.691 -4.154 -3.248
H 1.001 -9.440 4.911
H -1.989 -9.304 -2.630
H 0.460 -6.691 0.525
H 4.802 -6.006 -1.561
```

Values from the calculation:
net charge	+1
electronic energy	-2367.455179	Ha
spin multiplicity	1

=====

8 unconnected molecules or ions with the total composition C40H73Br2N7O3Si at a distorted geometry. Source: OMol25; level of theory: wB97M-V/def2-TZVPD.

Geometry as XYZ:
```
126
Properties=species:S:1:pos:R:3
Br -4.545 1.966 2.146
Br -0.016 1.185 2.792
Si 0.917 -1.408 -1.757
O -2.754 0.883 -0.435
O 0.987 0.124 -2.424
O -3.029 -1.537 2.214
N -1.380 -4.767 2.112
N -4.869 -9.880 3.680
N -0.861 3.355 -4.082
N 3.365 -4.393 -5.734
N -0.885 4.361 6.729
N -2.358 10.341 4.283
N 9.205 -1.365 -8.468
C -5.037 -9.201 2.768
C -5.265 -8.338 1.603
C 4.028 -3.584 -6.208
C -6.635 -8.622 0.977
C 9.344 -4.399 -6.354
C -2.423 6.397 6.154
C -2.904 -2.960 1.981
C -6.777 -10.058 0.488
C 4.872 -2.546 -6.811
C 5.989 -2.127 -5.849
C -0.191 0.936 -2.419
C -1.601 -8.061 3.147
C 10.504 -3.637 -8.485
C 0.880 4.972 -5.176
C 2.018 -1.366 -0.207
C -0.447 1.645 -1.071
C 9.665 -4.725 -7.807
C -1.809 7.249 5.036
C -0.776 -1.976 -1.168
C -1.560 5.256 6.477
C -2.752 1.311 1.985
C 5.462 -1.550 -4.540
C -1.857 1.725 2.884
C -2.456 0.360 0.846
C -3.235 10.566 4.991
C -0.526 -7.217 2.452
C -3.367 -0.876 1.008
C -0.452 7.829 5.411
C 9.780 -2.360 -8.482
C -2.770 11.647 7.740
C -4.347 10.855 5.903
C -2.153 2.638 4.054
C 1.467 6.025 -2.931
C 1.991 5.322 -4.178
C 1.645 -2.740 -2.868
C -0.097 4.067 -4.562
C -1.922 1.968 -0.818
C -1.977 -7.528 4.524
C -0.999 -5.843 2.254
C -3.973 11.986 6.868
H 5.298 -2.938 -7.735
H -3.875 -3.319 1.593
H 1.548 -3.685 -2.318
H -4.470 -8.514 0.876
H 0.282 7.042 5.596
H 3.079 -1.491 -0.430
H -5.204 -7.297 1.924
H -3.761 12.895 6.302
H -1.873 11.486 7.139
H 8.748 -3.490 -6.273
H -1.433 -0.022 0.880
H 0.044 1.131 -0.236
H -0.280 -7.643 1.478
H -1.434 2.380 4.837
H 10.722 -3.913 -9.517
H -2.329 2.328 -1.772
H -5.219 11.134 5.311
H -6.012 -10.299 -0.252
H -0.524 8.450 6.307
H 2.517 4.412 -3.882
H -3.130 2.387 4.473
H 10.256 -4.264 -5.769
H 1.813 -0.414 0.301
H -3.266 -1.547 0.149
H -0.070 8.449 4.601
H -0.780 -1.985 -0.075
H 1.640 -2.136 0.479
H 6.288 -1.240 -3.901
H 2.719 5.966 -4.674
H -1.638 -1.462 -1.598
H 0.363 5.874 -5.506
H -1.237 -9.085 3.248
H 4.829 -0.678 -4.721
H 11.454 -3.505 -7.963
H 0.943 6.947 -3.190
H 8.732 -4.864 -8.358
H 0.062 2.618 -1.135
H -4.592 9.946 6.457
H 4.246 -1.689 -7.064
H 2.291 6.281 -2.264
H -2.055 3.694 3.795
H 0.781 5.387 -2.370
H -2.489 8.062 4.799
H 8.770 -5.208 -5.901
H -0.872 -3.031 -1.466
H -7.753 -10.208 0.025
H -2.017 2.821 -0.127
H -2.953 10.746 8.330
H -1.090 0.434 -2.802
H -6.786 -7.940 0.138
H -4.831 12.200 7.508
H 2.703 -2.583 -3.089
H 0.001 1.749 -3.129
H 1.302 4.484 -6.055
H 4.879 -2.286 -3.985
H -1.106 -7.487 5.181
H -4.408 -0.524 1.033
H -1.703 6.646 4.132
H -2.105 -3.115 1.281
H -2.407 -6.527 4.463
H 6.624 -2.987 -5.628
H 10.206 -5.672 -7.853
H -6.695 -10.771 1.310
H -2.557 12.463 8.430
H 6.618 -1.382 -6.340
H 1.048 -2.832 -3.782
H -2.563 6.995 7.057
H -3.399 6.017 5.846
H -2.721 -8.175 4.988
H -2.496 -8.098 2.524
H -7.420 -8.412 1.706
H -2.758 -3.426 2.944
H 0.387 -7.192 3.049
```

Values from the calculation:
SMILES	COC[C@@H](OCCCO[Si](C)(C)C)/C(Br)=C(/C)Br.CCCC#N.CCCC#N.CCCC#N.CCCC#N.CCCC#N.CCCC#N.CCCC#N
electronic energy	-7614.390826	Ha
spin multiplicity	1